Molecular formula: C21H24Cl3INO4RhS
Method: DFT, ωB97M-V/def2-TZVPD

Atoms and positions in Å:
Rh (-1.383, 0.036, -0.958)
O (0.900, -0.018, -1.211)
S (1.653, 0.096, 0.095)
C (2.716, 1.508, -0.162)
C (3.436, 2.013, 0.909)
C (4.235, 3.128, 0.716)
C (4.297, 3.730, -0.534)
C (3.563, 3.220, -1.593)
C (2.762, 2.100, -1.414)
C (2.847, -1.220, 0.036)
C (3.308, -1.689, -1.185)
C (4.186, -2.758, -1.194)
C (4.592, -3.340, 0.002)
C (4.116, -2.865, 1.213)
C (3.225, -1.800, 1.234)
H (3.372, 1.545, 1.884)
H (4.804, 3.533, 1.543)
H (4.919, 4.604, -0.680)
H (3.610, 3.694, -2.564)
H (2.169, 1.681, -2.217)
H (2.947, -1.240, -2.101)
H (4.549, -3.146, -2.136)
H (5.275, -4.179, -0.015)
H (4.414, -3.337, 2.140)
H (2.805, -1.447, 2.168)
N (-2.219, 3.551, 0.924)
C (-1.300, 2.925, 0.166)
O (-0.913, 1.776, 0.455)
C (-0.786, 3.624, -0.991)
I (-1.673, 1.161, -3.324)
H (-2.613, 3.060, 1.709)
H (-2.508, 4.492, 0.731)
H (0.028, 3.162, -1.522)
H (-1.209, 4.558, -1.325)
Cl (-1.835, -4.978, -0.881)
C (-0.759, -3.908, 0.006)
Cl (0.924, -4.185, -0.506)
Cl (-0.913, -4.217, 1.735)
C (-1.060, -2.429, -0.312)
O (-0.822, -1.569, 0.565)
O (-1.485, -2.142, -1.447)
C (-5.446, 0.142, 0.475)
C (-4.044, -0.493, 0.509)
C (-4.197, -2.015, 0.347)
C (-3.404, -0.185, 1.866)
C (-3.299, 0.133, -0.640)
H (-6.031, -0.200, 1.333)
H (-5.982, -0.135, -0.434)
H (-5.386, 1.231, 0.516)
H (-4.999, -2.371, 0.998)
H (-3.293, -2.547, 0.642)
H (-4.438, -2.290, -0.680)
H (-3.976, -0.658, 2.668)
H (-3.402, 0.892, 2.050)
H (-2.380, -0.546, 1.922)
H (-3.897, 0.313, -1.531)

Its LUMO energy (alpha / beta) is 0.279 / -1.540 eV. For the highest occupied orbital energy (alpha / beta), the calculation gives -7.05 / -8.33 eV. For the relative energy (zero: lowest compared OMol25 entry of this formula, charge and spin), the calculation gives 0.0 kJ/mol. Its multiplicity is 5. The calculation puts the gap between HOMO and LUMO (alpha / beta) at 7.329 / 6.790 eV.